1.
Here is a molecular structure, C27H51CeN2O2P3 from OMol25. Energies are from ωB97M-V/def2-TZVPD.

Geometry as XYZ:
```
86
Properties=species:S:1:pos:R:3
Ce 0.071 -0.189 -1.212
P 1.355 -2.425 -2.578
P 2.856 -0.036 -0.327
P -2.810 0.398 -1.473
H 3.178 3.935 -1.998
C 2.143 4.293 -1.998
C 1.478 4.597 -0.872
H 1.901 4.434 0.123
C 2.314 -2.692 -4.109
C 2.120 -3.726 -1.537
C -0.244 -3.161 -3.110
C 3.461 1.554 0.339
C 3.114 -1.171 1.088
C 4.262 -0.419 -1.432
C -3.137 2.043 -0.727
C -3.912 -0.602 -0.403
C -3.811 0.561 -2.989
H 1.691 4.436 -2.987
H 0.488 5.066 -0.895
H 1.844 -2.201 -4.973
H 2.360 -3.776 -4.297
H 3.335 -2.298 -3.995
H 2.016 -4.703 -2.030
H 1.644 -3.763 -0.549
H 3.186 -3.499 -1.401
H -0.030 -4.122 -3.593
H -0.727 -2.488 -3.833
H -0.930 -3.319 -2.266
H 4.559 1.525 0.367
H 3.080 1.724 1.352
H 3.146 2.392 -0.298
H 4.140 -1.048 1.456
H 2.960 -2.213 0.781
H 2.408 -0.944 1.897
H 5.193 -0.072 -0.966
H 4.118 0.124 -2.375
H 4.336 -1.491 -1.649
H -3.978 2.533 -1.244
H -2.239 2.673 -0.806
H -3.384 1.905 0.334
H -4.955 -0.491 -0.733
H -3.798 -0.259 0.634
H -3.618 -1.658 -0.460
H -4.776 1.048 -2.774
H -3.982 -0.440 -3.408
H -3.243 1.162 -3.715
C 0.494 1.710 -4.090
C 1.283 0.863 -4.865
C 0.963 0.738 -6.225
C -0.057 1.522 -6.770
C -0.777 2.423 -5.971
C -0.469 2.567 -4.608
O 0.530 1.512 -2.661
H 0.698 2.343 -2.131
H 2.080 0.280 -4.386
H 1.513 0.016 -6.844
H -0.290 1.450 -7.836
H -1.574 3.025 -6.397
H -0.990 3.273 -3.957
C -3.298 -2.515 6.366
C -1.795 -2.424 6.331
N -1.264 -1.280 5.533
C -1.652 0.034 6.057
C -1.419 0.156 7.554
C -1.218 -1.493 4.149
O -1.666 -2.511 3.625
C -0.542 -0.450 3.300
C 0.383 0.480 3.793
C 0.827 1.488 2.947
C 0.397 1.505 1.618
N -0.284 0.459 1.073
C -0.785 -0.504 1.920
H -3.741 -1.607 6.784
H -3.600 -3.358 6.991
H -3.693 -2.689 5.362
H -1.401 -2.263 7.338
H -1.367 -3.340 5.912
H -1.089 0.809 5.531
H -2.720 0.223 5.844
H -0.483 -0.317 7.865
H -1.364 1.220 7.803
H -2.247 -0.271 8.130
H 0.717 0.408 4.831
H 1.497 2.264 3.312
H 0.613 2.347 0.958
H -1.391 -1.292 1.456
```

Results
* LUMO energy (spin up / spin down): -9.0610 / -8.9829 eV
* E_HOMO (spin up / spin down): -15.8 / -15.8 eV
* net charge: +3
* multiplicity: 2


2.
Here is 9 unconnected molecules or ions with the total composition C27H51FO27 from OMol25. Energies are from ωB97M-V/def2-TZVPD.

Geometry as XYZ:
```
106
Properties=species:S:1:pos:R:3
O 25.045 -19.527 -12.612
C 24.564 -19.199 -11.558
O 25.094 -18.272 -10.624
C 24.250 -18.317 -9.504
C 22.915 -18.742 -10.049
F 22.211 -17.758 -10.609
O 23.354 -19.599 -11.110
H 24.609 -19.079 -8.812
H 24.078 -17.355 -9.022
H 22.271 -19.296 -9.366
C 31.146 -24.801 -5.941
O 29.800 -24.523 -6.248
C 29.425 -23.267 -6.476
O 30.164 -22.268 -6.628
O 28.096 -23.274 -6.269
C 27.431 -22.053 -6.007
H 31.785 -24.570 -6.793
H 31.364 -25.868 -5.898
H 31.520 -24.407 -4.996
H 26.377 -22.313 -5.918
H 27.664 -21.287 -6.748
H 27.652 -21.704 -4.999
C 19.872 -24.342 -12.231
O 19.056 -23.713 -11.281
C 19.567 -22.627 -10.556
O 20.711 -22.174 -10.664
O 18.555 -22.098 -9.896
C 18.818 -21.265 -8.763
H 20.553 -25.116 -11.877
H 20.512 -23.723 -12.859
H 19.216 -24.885 -12.912
H 19.422 -20.398 -9.031
H 19.360 -21.818 -7.995
H 17.951 -20.743 -8.359
C 24.994 -15.649 -3.775
O 23.649 -15.401 -4.212
C 23.279 -15.401 -5.513
O 24.024 -15.831 -6.425
O 21.948 -15.250 -5.625
C 21.305 -15.695 -6.766
H 25.631 -15.900 -4.623
H 24.922 -16.503 -3.101
H 25.441 -14.783 -3.288
H 21.357 -15.059 -7.649
H 20.234 -15.790 -6.590
H 21.724 -16.682 -6.965
C 24.045 -19.267 -6.017
O 22.793 -19.047 -5.584
C 21.688 -19.593 -6.259
O 21.718 -20.217 -7.341
O 20.609 -19.228 -5.617
C 19.340 -19.817 -5.920
H 24.309 -20.321 -5.924
H 24.751 -18.706 -5.404
H 24.328 -19.104 -7.057
H 18.611 -19.668 -5.123
H 19.389 -20.901 -6.019
H 19.032 -19.477 -6.908
C 16.996 -19.370 -0.348
O 16.227 -18.678 -1.429
C 16.449 -19.028 -2.702
O 17.233 -19.828 -3.095
O 15.527 -18.416 -3.455
C 15.468 -18.756 -4.800
H 16.689 -20.413 -0.423
H 16.705 -19.009 0.638
H 18.074 -19.416 -0.502
H 15.152 -19.791 -4.928
H 16.436 -18.652 -5.289
H 14.798 -18.148 -5.408
C 19.611 -15.375 -11.051
O 18.402 -15.632 -10.382
C 18.460 -16.425 -9.308
O 19.446 -16.995 -8.826
O 17.164 -16.686 -8.942
C 16.831 -17.809 -8.107
H 19.923 -16.094 -11.808
H 20.386 -15.181 -10.310
H 19.480 -14.365 -11.439
H 17.272 -18.793 -8.267
H 15.747 -17.889 -8.182
H 17.081 -17.486 -7.097
C 18.317 -24.990 -7.564
O 18.784 -23.998 -6.665
C 18.336 -24.011 -5.440
O 17.946 -25.027 -4.867
O 18.501 -22.842 -4.860
C 18.383 -22.643 -3.498
H 17.897 -25.793 -6.959
H 19.145 -25.309 -8.197
H 17.494 -24.580 -8.149
H 18.649 -21.626 -3.210
H 19.197 -23.087 -2.926
H 17.371 -22.916 -3.198
C 27.263 -18.465 -4.984
O 28.466 -18.846 -4.284
C 29.003 -18.189 -3.231
O 30.036 -18.501 -2.710
O 28.363 -17.003 -2.945
C 28.923 -16.056 -2.027
H 26.841 -19.353 -5.454
H 27.554 -17.716 -5.721
H 26.547 -18.068 -4.265
H 29.604 -16.481 -1.289
H 28.073 -15.593 -1.525
H 29.445 -15.298 -2.610
```

Results
* LUMO energy: 0.2257 eV
* E_HOMO: -10.7 eV
* net charge: 0
* structure (SMILES): O=C1OC[C@@H](F)O1.COC(=O)OC.COC(=O)OC.COC(=O)OC.COC(=O)OC.COC(=O)OC.COC(=O)OC.COC(=O)OC.COC(=O)OC
* multiplicity: 1


3.
Here is 3 unconnected molecules or ions with the total composition C27H51N4O5 from OMol25. Energies are from ωB97M-V/def2-TZVPD.

Geometry as XYZ:
```
87
Properties=species:S:1:pos:R:3
C -0.501 -5.291 -1.788
C -1.326 -5.924 -2.418
C -2.224 -7.012 -3.122
C -2.519 -6.655 -4.641
C -1.215 -6.179 -5.467
C -1.248 -4.589 -5.447
C -2.346 -3.884 -6.248
C -2.337 -2.381 -6.138
C -3.431 -1.536 -6.880
C -4.772 -1.613 -5.998
C -6.000 -2.264 -6.747
O -4.568 -2.348 -4.773
C -1.249 -1.778 -5.257
C -1.247 -0.222 -5.096
C -0.120 0.342 -4.152
C -0.272 0.542 -2.794
N -0.360 -2.645 -4.674
N -0.295 -3.958 -4.715
H 0.177 -4.873 -1.000
H -1.764 -8.032 -2.990
H -3.220 -6.949 -2.576
H -2.987 -7.535 -5.187
H -3.281 -5.817 -4.637
H -1.235 -6.573 -6.520
H -0.286 -6.532 -4.940
H -3.100 -4.437 -6.866
H -3.093 -0.489 -7.103
H -3.653 -2.068 -7.862
H -5.047 -0.552 -5.733
H -6.885 -2.211 -6.036
H -5.860 -3.359 -6.986
H -6.307 -1.684 -7.676
H -4.958 -1.869 -4.014
H -2.255 0.075 -4.655
H -1.210 0.305 -6.104
H 0.909 0.578 -4.568
H 0.396 1.297 -2.275
H -1.018 -0.021 -2.161
H 0.376 -2.180 -4.111
C 4.070 3.121 3.062
O 3.425 4.348 2.760
C 4.197 5.203 1.919
C 3.542 5.334 0.548
N 3.643 4.086 -0.206
C 2.822 4.060 -1.416
C 1.300 4.128 -1.238
O 0.738 2.980 -0.609
C 0.754 3.018 0.812
H 3.475 2.602 3.814
H 4.134 2.486 2.174
H 5.070 3.294 3.471
H 5.236 4.868 1.834
H 4.206 6.188 2.394
H 4.034 6.135 -0.012
H 2.495 5.618 0.708
H 3.355 3.318 0.389
H 3.056 3.122 -1.930
H 3.143 4.869 -2.079
H 0.860 4.158 -2.241
H 0.972 5.047 -0.741
H 0.663 4.034 1.204
H 1.659 2.543 1.194
H -0.094 2.433 1.173
C 0.743 -0.295 4.692
O 1.558 0.777 5.132
C 0.844 2.003 5.289
C 0.763 2.390 6.762
N -0.128 1.492 7.494
C -0.057 1.647 8.949
C 1.271 1.302 9.634
O 1.608 -0.079 9.579
C 2.288 -0.477 8.400
H 1.392 -1.143 4.466
H 0.040 -0.599 5.472
H 0.197 -0.025 3.782
H -0.151 1.963 4.832
H 1.418 2.771 4.761
H 0.388 3.415 6.845
H 1.780 2.359 7.169
H 0.111 0.534 7.266
H -0.827 0.993 9.368
H -0.340 2.672 9.210
H 1.154 1.534 10.697
H 2.103 1.923 9.282
H 2.917 0.318 7.991
H 1.575 -0.822 7.649
H 2.928 -1.325 8.652
```

Results
* LUMO energy: -4.0703 eV
* E_HOMO: -9.8 eV
* net charge: +1
* multiplicity: 1


4.
Here is a molecular structure, C27H51NO2PdSi2 from OMol25. Energies are from ωB97M-V/def2-TZVPD.

Geometry as XYZ:
```
84
Properties=species:S:1:pos:R:3
O -1.476 -2.832 -3.668
O -2.377 -0.694 -4.587
C -0.301 -3.702 -3.753
C 0.588 -3.641 -2.536
H 0.221 -3.384 -4.666
H -0.650 -4.746 -3.917
H 0.861 -2.622 -2.289
H 1.513 -4.167 -2.762
H 0.130 -4.140 -1.696
C -2.308 -3.040 -2.494
C -3.718 -3.227 -2.926
H -2.183 -2.152 -1.874
H -1.939 -3.918 -1.946
H -4.117 -2.365 -3.478
H -4.323 -3.353 -2.014
H -3.829 -4.125 -3.547
C -3.701 -0.011 -4.424
C -2.188 -1.321 -5.885
C -3.868 0.667 -3.105
H -4.505 -0.723 -4.661
H -3.669 0.680 -5.261
H -3.852 -0.042 -2.263
H -4.866 1.145 -3.141
H -3.124 1.472 -2.983
C -3.140 -2.451 -6.096
H -1.108 -1.608 -5.895
H -2.382 -0.510 -6.559
H -2.981 -3.242 -5.366
H -2.938 -2.872 -7.081
H -4.190 -2.116 -6.118
H -1.920 -1.329 -3.992
Pd 0.656 1.014 -1.287
C -0.382 0.055 -2.333
Si 0.261 0.969 -3.797
H -1.446 0.090 -2.041
H -0.216 -1.050 -2.236
C 1.636 -0.069 -4.572
C 0.913 2.676 -3.125
C -0.768 1.673 -5.223
C 2.704 0.823 -1.417
Si 3.490 1.778 -0.014
H 3.070 1.127 -2.409
H 2.909 -0.261 -1.400
C 4.355 3.264 -0.818
C 4.687 0.654 0.932
C 2.239 2.458 1.198
H -0.199 2.524 -5.633
H -1.735 2.080 -4.904
H -0.895 0.966 -6.054
H 2.412 -0.334 -3.836
H 2.098 0.518 -5.390
H 1.214 -0.997 -5.000
H 0.946 2.863 -2.037
H 0.180 3.384 -3.529
H 1.928 2.808 -3.526
H 5.024 -0.165 0.281
H 4.183 0.214 1.807
H 5.563 1.231 1.269
H 2.192 1.847 2.106
H 1.216 2.502 0.804
H 2.522 3.475 1.502
H 5.447 3.209 -0.666
H 3.988 4.211 -0.392
H 4.148 3.272 -1.899
C 1.076 -2.149 1.873
C -0.096 -1.973 2.609
C -0.961 -0.937 2.253
C -0.673 -0.130 1.126
N 0.453 -0.368 0.421
C 1.325 -1.318 0.779
C -1.517 0.973 0.692
C -2.781 1.248 1.267
C -3.542 2.295 0.768
C -3.043 3.128 -0.257
C -1.765 2.863 -0.807
C -1.064 1.793 -0.322
H 1.810 -2.904 2.136
H -0.328 -2.611 3.475
H -1.835 -0.704 2.840
H 2.256 -1.418 0.196
H -3.130 0.650 2.088
H -4.545 2.473 1.157
H -3.631 3.953 -0.626
H -1.361 3.506 -1.583
```

Results
* LUMO energy (spin up / spin down): 0.0093 / 0.0075 eV
* E_HOMO (spin up / spin down): -3.8 / -5.7 eV
* net charge: 0
* multiplicity: 3


5.
Here is 3 unconnected molecules or ions with the total composition C27H52BN6O13P2 from OMol25. Energies are from ωB97M-V/def2-TZVPD.

Geometry as XYZ:
```
101
Properties=species:S:1:pos:R:3
N -1.741 -4.884 1.940
C -1.679 -3.482 1.445
N -3.083 -2.976 1.616
N -0.810 -2.622 2.258
C -1.370 -3.453 -0.116
C 0.128 -3.244 -0.497
C 0.613 -2.485 -1.650
C -0.487 -1.835 -2.576
C -1.115 -0.557 -1.928
C -0.286 0.743 -2.197
O 0.607 0.743 -3.015
N -0.629 1.932 -1.462
C 0.551 2.400 -0.730
C 0.711 2.014 0.672
C 1.905 2.496 1.371
C 2.857 3.316 0.658
C 2.700 3.710 -0.758
C 1.499 3.242 -1.444
N 1.888 -2.262 -2.034
N 2.899 -2.782 -1.370
C 2.581 -3.523 -0.325
O 3.676 -4.100 0.326
B 4.093 -3.314 1.431
O 4.598 -4.030 2.525
O 4.056 -1.904 1.485
C 1.267 -3.852 0.277
O 1.093 -4.607 1.390
H -2.728 -5.154 1.944
H -1.280 -5.510 1.275
H -3.620 -3.187 0.771
H -3.089 -1.984 1.840
H -1.184 -2.705 3.214
H -0.983 -1.638 2.011
H -1.705 -4.407 -0.595
H -1.975 -2.607 -0.545
H -0.008 -1.570 -3.554
H -1.251 -2.627 -2.784
H -1.248 -0.648 -0.818
H -2.129 -0.406 -2.399
H -1.378 1.728 -0.797
H -0.069 1.387 1.163
H 2.034 2.183 2.431
H 3.771 3.682 1.176
H 3.446 4.333 -1.308
H 1.340 3.513 -2.515
H 2.095 -1.696 -2.866
H 5.150 -3.435 3.062
H 3.397 -1.694 2.176
H 0.739 -5.471 1.105
O -5.952 -5.295 -0.397
P -7.298 -5.574 -1.034
O -8.268 -5.167 0.238
C -8.401 -3.796 0.584
C -9.127 -2.998 -0.485
O -7.290 -7.212 -0.828
C -6.076 -7.887 -0.495
C -5.824 -7.906 1.005
O -8.677 -5.803 -1.990
C -8.758 -5.142 -3.255
C -7.480 -5.201 -4.066
H -7.421 -3.361 0.796
H -8.983 -3.763 1.508
H -8.478 -2.870 -1.358
H -9.394 -2.002 -0.127
H -10.033 -3.511 -0.811
H -5.237 -7.440 -1.032
H -6.158 -8.913 -0.861
H -6.021 -6.945 1.480
H -4.792 -8.193 1.216
H -6.488 -8.626 1.487
H -9.060 -4.103 -3.105
H -9.564 -5.622 -3.815
H -6.623 -4.806 -3.506
H -7.585 -4.612 -4.978
H -7.244 -6.231 -4.342
O 5.299 6.763 1.060
P 6.372 7.812 0.908
O 5.917 8.804 2.148
C 6.153 8.379 3.482
C 7.633 8.308 3.814
O 5.636 8.600 -0.337
C 4.589 7.909 -1.028
C 3.236 8.060 -0.347
O 7.720 8.804 0.640
C 9.016 8.205 0.584
C 9.071 6.926 -0.228
H 5.667 7.417 3.666
H 5.678 9.117 4.133
H 8.089 7.454 3.302
H 7.796 8.172 4.885
H 8.152 9.211 3.489
H 4.848 6.855 -1.138
H 4.538 8.317 -2.040
H 3.287 7.946 0.734
H 2.529 7.327 -0.740
H 2.832 9.059 -0.528
H 9.378 8.021 1.598
H 9.689 8.943 0.142
H 8.346 6.185 0.129
H 10.065 6.482 -0.162
H 8.847 7.125 -1.277
```

Results
* LUMO energy: -4.3928 eV
* E_HOMO: -11.1 eV
* net charge: +1
* multiplicity: 1


Number 1: F_max 2.28 eV/A, E -2817.68006 a.u.. Number 2: F_max 4.59 eV/A, E -3190.65634 a.u.. Number 3: F_max 4.80 eV/A, E -1654.05496 a.u.. Number 4: F_max 9.62 eV/A, E -1971.20377 a.u.. Number 5: F_max 8.80 eV/A, E -3074.03348 a.u..